C4H8O | wB97M-V/def2-TZVPD

Element x y z (Å)
O  1.84  -0.18  -0.28
C  -0.44  0.01  0.45
C  0.86  -0.71  0.18
C  -1.62  -0.72  -0.30
C  -0.24  1.50  -0.03
H  -0.59  -0.04  1.55
H  -1.81  -1.70  0.21
H  -2.57  -0.11  -0.08
H  -1.29  1.94  0.05
H  0.93  -1.80  0.59
H  -1.35  -0.77  -1.41
H  0.43  1.96  0.68
H  0.19  1.54  -1.09

Its structure (SMILES) is CC(C)C=O. The value obtained for the energy relative to the best compared isomer or geometry (same formula, charge and spin) is 74.18 kJ/mol. The calculation puts the LUMO energy at 0.9213 eV. Its HOMO-LUMO gap is 10.68 eV. Its multiplicity is 1.